#one
Computed, not measured: a structure of composition C5H10N2O, with the ωB97M-V functional and the def2-TZVPD basis.

Element x y z (Å)
1 C 0.07 0.63 -0.87
2 C -1.36 0.52 -0.31
3 C -0.97 -0.36 0.85
4 C 0.06 -1.40 0.41
5 C 1.18 -0.43 -0.27
6 H 1.11 1.96 0.44
7 H -0.54 3.06 -0.54
8 H -0.07 0.50 -1.97
9 H -1.92 1.39 -0.08
10 H -1.89 -0.21 -0.90
11 H -0.30 0.43 1.41
12 H -0.67 -1.36 2.52
13 H -0.23 -2.26 -0.31
14 H 1.73 -0.03 0.58
15 H 2.34 -1.72 -0.59
16 N 0.56 2.04 -0.73
17 N -0.83 -1.47 1.55
18 O 1.74 -1.29 -1.20

Values from the calculation:
HOMO level	-0.31617	Ha
LUMO energy	0.5	eV
frontier orbital gap	0.3335	Eh
molecular weight	114.148	g/mol
spin multiplicity	1


#two
Computed, not measured: a structure of composition C5H10N2O, with the ωB97M-V functional and the def2-TZVPD basis.

Element x y z (Å)
1 C 0.09 -0.22 0.14
2 C 0.92 0.61 -0.87
3 C 2.02 0.97 0.32
4 C 0.86 0.58 1.34
5 C -1.37 -0.18 -0.28
6 H -0.29 -1.99 0.77
7 H 0.13 -2.14 -0.72
8 H 0.54 1.75 -1.36
9 H 1.31 -0.22 -1.46
10 H 3.17 0.47 0.50
11 H 2.31 2.07 0.07
12 H 0.50 1.63 1.72
13 H 1.20 -0.05 2.24
14 H -1.69 0.78 -1.21
15 H -4.15 -1.03 -0.92
16 N 0.47 -1.64 0.18
17 N -2.43 -1.04 0.11
18 O -3.58 -0.33 -0.56

Values from the calculation:
HOMO level	-0.35416	Ha
LUMO energy	0.5	eV
frontier orbital gap	0.3732	Eh
molecular weight	114.148	g/mol
spin multiplicity	1


#three
Computed, not measured: a cluster of 2 separate species, C5H10N2O in total, with the ωB97M-V functional and the def2-TZVPD basis.

Element x y z (Å)
1 C -2.80 0.29 -0.60
2 C -1.46 0.99 -0.88
3 C -0.31 0.16 -0.56
4 C 0.88 0.55 0.06
5 N 1.84 -0.41 -0.18
6 C 1.30 -1.39 -0.85
7 N -0.07 -1.13 -1.11
8 H -3.12 0.18 0.48
9 H -2.84 -0.67 -0.91
10 H -3.74 0.68 -0.99
11 H -1.45 1.30 -2.01
12 H -1.76 2.00 -0.41
13 H 1.27 1.43 0.66
14 H 1.77 -2.23 -1.16
15 H -0.69 -1.75 -1.58
16 H 1.05 -0.10 2.65
17 H 2.02 0.96 3.19
18 O 1.17 0.67 3.27

Values from the calculation:
HOMO level	-0.31889	Ha
LUMO energy	0.8	eV
frontier orbital gap	0.3468	Eh
molecular weight	114.148	g/mol
structure (SMILES)	CCc1cnc[nH]1.O
spin multiplicity	1


Order of stability, best first: #three, #two, #one


#one
Computed, not measured: a cluster of 2 separate species, C4H13N2O in total, with the ωB97M-V functional and the def2-TZVPD basis.

Element x y z (Å)
1 C 0.00 -0.50 0.56
2 C -0.77 0.81 0.43
3 C -1.19 1.21 -0.96
4 C -1.28 2.48 -1.30
5 N -1.51 0.17 -1.84
6 N 1.49 -0.26 0.60
7 H -0.31 -1.18 1.35
8 H -0.20 -1.10 -0.33
9 H -1.64 0.77 1.09
10 H -0.24 1.67 0.85
11 H -1.54 2.80 -2.31
12 H -1.17 3.37 -0.69
13 H -2.11 0.39 -2.62
14 H -1.88 -0.63 -1.36
15 H 1.69 0.65 1.03
16 H 1.93 -0.92 1.25
17 H 1.83 -0.35 -0.36
18 H 2.98 -3.41 1.35
19 H 1.69 -3.20 1.97
20 O 2.26 -2.76 1.31

Values from the calculation:
HOMO level	-0.42900	Ha
LUMO energy	-3.2	eV
frontier orbital gap	0.3096	Eh
molecular weight	105.161	g/mol
total charge	+1
spin multiplicity	1


#two
Computed, not measured: a cluster of 2 separate species, C4H13N2O in total, with the ωB97M-V functional and the def2-TZVPD basis.

Element x y z (Å)
1 C -0.15 0.29 4.02
2 C -0.49 0.23 2.42
3 C 0.10 -0.73 1.38
4 N 0.38 -0.16 0.00
5 C -0.52 0.13 -0.88
6 N -0.34 0.97 -1.92
7 H -0.21 -0.78 4.24
8 H 0.79 0.66 4.41
9 H -0.92 0.81 4.69
10 H -1.65 0.03 2.51
11 H -0.38 1.23 2.11
12 H 1.03 -1.17 1.72
13 H -0.43 -1.61 1.07
14 H 1.09 0.57 0.01
15 H -1.39 -0.48 -0.72
16 H -1.17 1.35 -2.37
17 H 0.60 0.80 -2.17
18 H 0.64 -1.21 -5.10
19 H 0.83 -1.25 -3.65
20 O 0.90 -0.52 -4.36

Values from the calculation:
HOMO level	-0.54866	Ha
LUMO energy	-4.0	eV
frontier orbital gap	0.4014	Eh
molecular weight	105.161	g/mol
total charge	+1
spin multiplicity	1


#three
Computed, not measured: a cluster of 2 separate species, C4H13N2O in total, with the ωB97M-V functional and the def2-TZVPD basis.

Element x y z (Å)
1 C -1.13 1.27 -0.11
2 C -1.42 -0.22 0.05
3 C -0.29 -1.05 0.63
4 C 0.36 -1.96 -0.14
5 N 0.09 -0.73 1.95
6 N -0.08 1.43 -1.23
7 H -0.69 1.70 0.80
8 H -1.99 1.85 -0.48
9 H -2.29 -0.26 0.75
10 H -1.66 -0.62 -1.00
11 H 0.10 -2.11 -1.17
12 H 1.09 -2.68 0.23
13 H 3.11 0.83 0.02
14 H -0.79 -0.67 2.45
15 H 0.80 -1.39 2.24
16 H 0.02 2.39 -1.57
17 H -0.47 0.95 -2.05
18 H 0.91 1.05 -1.05
19 H 2.05 -0.30 0.06
20 O 2.29 0.53 -0.38

Values from the calculation:
HOMO level	-0.46183	Ha
LUMO energy	-3.1	eV
frontier orbital gap	0.3492	Eh
molecular weight	105.161	g/mol
total charge	+1
spin multiplicity	1


#four
Computed, not measured: a cluster of 2 separate species, C4H13N2O in total, with the ωB97M-V functional and the def2-TZVPD basis.

Element x y z (Å)
1 C 1.24 0.07 -1.07
2 C 0.20 -1.04 -1.08
3 C -1.23 -0.59 -1.06
4 C -1.90 -0.26 0.08
5 N -2.96 0.61 0.12
6 N 0.95 1.01 0.10
7 H 2.28 -0.21 -0.89
8 H 1.33 0.50 -2.07
9 H 0.37 -1.85 -0.37
10 H 0.31 -1.60 -2.01
11 H -1.88 -0.67 -1.93
12 H -1.70 -0.81 1.00
13 H -3.12 1.09 -0.75
14 H -3.82 0.30 0.55
15 H 1.17 1.98 -0.11
16 H 1.31 0.71 1.01
17 H -0.08 0.99 0.16
18 H 2.58 -0.62 2.23
19 H 2.53 0.14 3.53
20 O 2.42 0.25 2.57

Values from the calculation:
HOMO level	-0.44471	Ha
LUMO energy	-2.9	eV
frontier orbital gap	0.3374	Eh
molecular weight	105.161	g/mol
total charge	+1
spin multiplicity	1


Order of stability, best first: #three, #one, #four, #two


#one
Computed, not measured: a cluster of 2 separate species, C4H13N2O in total, with the ωB97M-V functional and the def2-TZVPD basis.

Element x y z (Å)
1 C -0.09 -0.03 -1.68
2 C 1.13 -0.40 -0.87
3 C 0.90 -1.34 0.32
4 C 0.43 -0.72 2.56
5 N 0.14 -0.56 1.34
6 N -1.43 -0.10 -0.85
7 H -0.30 -0.62 -2.57
8 H -0.10 1.01 -1.96
9 H 1.86 -0.96 -1.44
10 H 1.72 0.46 -0.56
11 H 0.17 -2.15 0.08
12 H 1.75 -1.85 0.79
13 H 1.27 -1.39 2.81
14 H 0.28 -0.05 3.39
15 H -1.94 0.73 -1.14
16 H -2.02 -0.90 -1.06
17 H -1.06 -0.10 0.14
18 H -0.57 3.31 -0.38
19 H -1.14 3.06 0.95
20 O -0.97 2.59 0.12

Values from the calculation:
HOMO level	-0.51381	Ha
LUMO energy	-2.9	eV
frontier orbital gap	0.4086	Eh
molecular weight	105.161	g/mol
total charge	+1
spin multiplicity	1


#two
Computed, not measured: a cluster of 2 separate species, C4H13N2O in total, with the ωB97M-V functional and the def2-TZVPD basis.

Element x y z (Å)
1 C 1.24 -1.88 -0.81
2 C 0.78 -1.14 0.42
3 C -0.72 -1.15 0.68
4 N -1.30 1.81 0.82
5 C -1.56 1.04 -0.20
6 N -1.55 -0.27 -0.19
7 H 0.66 -1.64 -1.71
8 H 2.30 -1.70 -0.99
9 H 1.12 -2.98 -0.71
10 H 1.15 -0.10 0.31
11 H 1.23 -1.58 1.32
12 H -0.83 -0.63 1.66
13 H -1.23 -2.10 0.81
14 H -1.33 2.80 0.63
15 H -0.94 1.55 1.73
16 H -1.92 1.44 -1.18
17 H -1.95 -0.67 -1.03
18 H 1.77 1.75 -0.95
19 H 1.85 3.08 -0.17
20 O 1.24 2.38 -0.43

Values from the calculation:
HOMO level	-0.54569	Ha
LUMO energy	-3.2	eV
frontier orbital gap	0.4276	Eh
molecular weight	105.161	g/mol
total charge	+1
spin multiplicity	1


#three
Computed, not measured: a cluster of 2 separate species, C4H13N2O in total, with the ωB97M-V functional and the def2-TZVPD basis.

Element x y z (Å)
1 C -1.05 0.22 -2.45
2 C -0.21 -0.92 -1.96
3 N -0.37 -1.05 -0.47
4 H -0.86 0.45 -3.50
5 H -2.12 0.06 -2.33
6 H -0.82 1.16 -1.93
7 H -0.52 -1.87 -2.39
8 H 0.85 -0.81 -2.16
9 H -0.15 -0.13 0.02
10 H 0.25 -1.74 -0.05
11 H -1.33 -1.33 -0.25
12 C 1.98 0.62 1.43
13 N 0.61 0.88 1.38
14 C -0.27 0.50 2.49
15 O 2.47 -0.23 2.12
16 H 2.55 1.24 0.71
17 H 0.44 1.81 1.02
18 H -0.18 -0.57 2.66
19 H -1.29 0.73 2.23
20 H 0.02 0.99 3.42

Values from the calculation:
HOMO level	-0.51579	Ha
LUMO energy	-3.3	eV
frontier orbital gap	0.3929	Eh
molecular weight	105.161	g/mol
total charge	+1
spin multiplicity	1


Order of stability, best first: #two, #three, #one


#one
Computed, not measured: an isolated molecule of C6H14N2, with the ωB97M-V functional and the def2-TZVPD basis.

Element x y z (Å)
1 C 0.52 2.42 -1.35
2 C 0.92 1.02 -0.89
3 C 1.21 0.99 0.63
4 C 0.04 0.47 1.44
5 C -0.22 -1.05 1.30
6 N -1.26 -1.37 0.34
7 C -1.18 -2.44 -0.51
8 N -2.20 -2.87 -1.13
9 H 1.35 3.07 -1.03
10 H -0.38 2.77 -0.87
11 H 0.57 2.50 -2.43
12 H 1.83 0.75 -1.42
13 H 0.15 0.28 -1.11
14 H 1.42 2.02 0.90
15 H 2.09 0.40 0.85
16 H 0.07 0.73 2.49
17 H -0.90 0.93 1.12
18 H 0.71 -1.56 1.02
19 H -0.43 -1.47 2.28
20 H -2.17 -1.11 0.69
21 H -0.17 -2.85 -0.57
22 H -1.97 -3.64 -1.75

Values from the calculation:
HOMO level	-0.32463	Ha
LUMO energy	1.1	eV
frontier orbital gap	0.3642	Eh
molecular weight	114.192	g/mol
structure (SMILES)	[H]/N=C/NCCCCC
spin multiplicity	1


#two
Computed, not measured: an isolated molecule of C6H14N2, with the ωB97M-V functional and the def2-TZVPD basis.

Element x y z (Å)
1 C -1.01 -0.12 -0.72
2 N -1.82 1.13 -0.74
3 C -2.40 1.50 0.53
4 N -1.61 2.43 1.43
5 C 0.43 0.17 -0.36
6 C 1.39 -0.97 -0.74
7 C 1.79 -1.89 0.39
8 C 2.92 -2.57 0.37
9 H -1.14 -0.57 -1.70
10 H -1.58 -0.75 -0.04
11 H -1.23 1.90 -1.04
12 H -2.57 0.76 1.31
13 H -3.34 2.00 0.32
14 H -0.62 2.32 1.19
15 H -1.66 3.35 0.97
16 H 0.72 1.00 -1.02
17 H 0.71 0.52 0.64
18 H 0.89 -1.64 -1.47
19 H 2.25 -0.72 -1.35
20 H 1.07 -1.98 1.20
21 H 3.64 -2.73 -0.42
22 H 3.16 -3.15 1.25

Values from the calculation:
HOMO level	-0.32290	Ha
LUMO energy	1.1	eV
frontier orbital gap	0.3628	Eh
molecular weight	114.192	g/mol
structure (SMILES)	C=CCCCNCN
spin multiplicity	1


Order of stability, best first: #one, #two


#one
Computed, not measured: an isolated molecule of C6H14N2, with the ωB97M-V functional and the def2-TZVPD basis.

Element x y z (Å)
1 C 0.49 -0.59 -2.08
2 C 0.52 0.61 -1.09
3 C 0.04 0.18 0.26
4 C 0.93 0.36 1.26
5 N 0.80 0.01 2.62
6 C -1.35 -0.31 0.55
7 C -2.16 0.84 1.14
8 N 1.76 -1.25 -2.34
9 H -0.24 -1.32 -1.73
10 H -0.07 -0.18 -2.96
11 H 1.50 1.08 -0.98
12 H -0.07 1.43 -1.51
13 H 1.97 0.61 1.08
14 H 0.21 -0.77 2.89
15 H 1.61 0.05 3.21
16 H -1.87 -0.81 -0.27
17 H -1.39 -1.09 1.33
18 H -1.95 1.79 0.65
19 H -1.85 1.01 2.16
20 H -3.24 0.62 1.14
21 H 1.82 -1.58 -3.28
22 H 2.54 -0.68 -2.05

Values from the calculation:
HOMO level	-0.28193	Ha
LUMO energy	1.0	eV
frontier orbital gap	0.3201	Eh
molecular weight	114.192	g/mol
structure (SMILES)	CC/C(=C\N)CCN
spin multiplicity	1


#two
Computed, not measured: a cluster of 3 separate species, C6H14N2 in total, with the ωB97M-V functional and the def2-TZVPD basis.

Element x y z (Å)
1 C 0.56 -0.34 0.75
2 C -1.46 -1.40 -0.31
3 C 1.25 0.79 1.47
4 C 1.03 -1.70 1.20
5 C -0.70 -0.21 0.21
6 N -1.12 1.01 -0.30
7 H 1.25 0.15 -1.04
8 H -0.81 1.81 0.24
9 H -0.92 -1.91 -1.11
10 H -1.61 -2.12 0.49
11 H -2.42 -1.07 -0.71
12 H 2.33 0.71 1.32
13 H 0.95 1.78 1.11
14 H 1.06 0.74 2.54
15 H 0.47 -2.05 2.08
16 H 2.08 -1.67 1.48
17 H 0.91 -2.45 0.41
18 C -0.86 1.27 -1.77
19 N -1.01 2.40 -2.32
20 H -0.80 3.19 -1.71
21 H -1.12 0.40 -2.36
22 H 0.95 0.65 -1.68

Values from the calculation:
HOMO level	-0.30289	Ha
LUMO energy	0.8	eV
frontier orbital gap	0.3340	Eh
molecular weight	114.192	g/mol
spin multiplicity	1


Order of stability, best first: #one, #two


#one
Computed, not measured: an isolated molecule of C6H14N2, with the ωB97M-V functional and the def2-TZVPD basis.

Element x y z (Å)
1 C -0.87 -0.48 -0.44
2 C -1.94 -0.70 -1.49
3 C -0.82 -1.57 0.61
4 C 0.83 -0.47 -1.17
5 C 2.26 1.36 1.57
6 N -0.98 0.82 0.14
7 C 0.04 1.36 0.85
8 N 1.11 0.68 1.02
9 H -1.62 1.46 -0.30
10 H -0.03 2.44 1.00
11 H -2.92 -0.90 -1.03
12 H -2.04 0.15 -2.16
13 H -1.69 -1.57 -2.10
14 H -0.72 -2.55 0.13
15 H -1.74 -1.58 1.20
16 H 0.02 -1.40 1.28
17 H 1.83 -0.32 -0.77
18 H 0.88 -1.50 -1.50
19 H 0.68 0.20 -2.02
20 H 2.39 1.05 2.61
21 H 3.16 1.05 1.02
22 H 2.19 2.46 1.56

Values from the calculation:
HOMO level	-0.30573	Ha
LUMO energy	1.0	eV
frontier orbital gap	0.3418	Eh
molecular weight	114.192	g/mol
structure (SMILES)	C/N=C/NC(C)(C)C
spin multiplicity	1


#two
Computed, not measured: an isolated molecule of C6H14N2, with the ωB97M-V functional and the def2-TZVPD basis.

Element x y z (Å)
1 C 1.70 -0.64 0.76
2 C 0.62 -0.13 -0.20
3 N 1.25 0.35 -1.45
4 N 0.17 2.30 0.20
5 C -0.20 0.97 0.50
6 H 1.95 1.06 -1.22
7 H 1.77 -0.42 -1.87
8 H -0.20 3.00 0.82
9 H 0.05 2.53 -0.78
10 H -0.31 0.83 1.57
11 H 2.44 0.14 0.98
12 H 1.26 -0.95 1.72
13 H 2.21 -1.52 0.36
14 C -1.92 0.60 0.00
15 C -0.40 -1.18 -0.60
16 C -0.75 -2.30 0.12
17 H -0.66 -1.15 -1.66
18 H -2.18 1.53 -0.52
19 H -2.50 -0.13 -0.57
20 H -2.42 0.56 0.97
21 H -1.48 -2.99 -0.27
22 H -0.42 -2.45 1.14

Values from the calculation:
HOMO level	-0.31342	Ha
LUMO energy	1.1	eV
frontier orbital gap	0.3522	Eh
molecular weight	114.192	g/mol
structure (SMILES)	C=C[C@@](C)(N)[C@H](C)N
spin multiplicity	1


Order of stability, best first: #one, #two